This record from OMol25 describes 4 unconnected molecules or ions with the total composition C3H15N2O3 in a non-equilibrium geometry. The level of theory is the ωB97M-V functional and the def2-TZVPD basis.

The geometry in XYZ format:
```
23
Properties=species:S:1:pos:R:3:forces:R:3:lowdin_charge:R:1
C 0.7749 2.3804 1.5887 1.150 -1.666 0.840 -0.063
C -0.1668 1.2349 1.9385 1.326 -0.759 0.119 -0.199
N -0.4665 0.3906 0.7688 -0.285 0.630 1.058 0.069
C -1.6888 0.1241 0.4567 0.339 -0.508 -0.058 -0.154
N -2.0054 -0.6496 -0.5443 -2.388 0.707 0.405 0.198
H 1.1530 2.7742 2.5305 -0.755 1.050 -0.005 0.086
H 1.7251 1.8816 1.3408 -0.265 0.080 -0.838 0.081
H 0.4781 3.0330 0.7909 -0.207 0.561 0.073 0.075
H 0.4181 0.5849 2.5986 -0.195 0.077 0.172 0.126
H -1.0671 1.4599 2.5037 -0.239 0.295 -0.426 0.121
H 0.2857 -0.0943 0.3056 0.247 0.137 -0.304 0.134
H -2.4345 0.5175 1.1325 -0.388 0.192 -0.423 0.164
H -1.3650 -1.1876 -1.0421 1.554 -0.876 -0.764 0.075
H -2.9714 -0.8369 -0.7574 -0.043 0.097 0.178 0.139
H 2.9368 -1.9736 -0.4954 -0.056 0.095 0.003 0.063
H 3.1135 -1.0669 -1.6832 0.010 0.087 -0.276 0.057
O 2.4297 -1.4366 -1.1197 0.096 -0.202 0.399 -0.049
H -0.3015 1.8362 -2.5205 -0.002 0.182 -0.254 0.046
H 1.0303 1.0576 -2.5512 -0.146 0.135 -0.079 0.046
O 0.2127 1.1756 -2.0563 0.135 -0.368 0.341 -0.047
H -0.0550 -3.5192 0.0814 -0.225 -0.076 0.099 0.064
H 0.7844 -2.5354 -0.7099 -0.020 0.188 -0.136 0.015
O -0.0417 -2.6030 -0.2098 0.356 -0.057 -0.122 -0.048
```
Positions in Å, forces in eV/Å.

Calculated values
max |F|	2.523	eV Å⁻¹
E_tot	-12471.520	eV
energy above the lowest of the compared OMol25 structures with the same formula, charge and spin	7.3	kcal/mol
orbital gap	11.423	eV
2S+1	1
HOMO	-0.5151	Ha
total charge	+1
M	127.164	g/mol